Record 1
{
  "formula": "C4H9O2",
  "method": "wB97M-V/def2-TZVPD",
  "species": ["C", "O", "H", "H", "H", "C", "C", "C", "O", "H", "H", "H", "H", "H", "H"],
  "positions_angstrom": [[0.14285, 1.56462, -1.56930], [1.19990, 1.64488, -0.72442], [0.40099, 1.09403, -2.59784], [-0.70369, 0.85569, -1.32085], [-0.35078, 2.53993, -1.86387], [1.24724, -0.98694, 0.10343], [0.19796, -0.35847, 0.97647], [-0.94147, -0.99686, 1.34558], [-1.97289, -0.36109, 2.10080], [2.18108, -1.29635, 0.66641], [0.77090, -1.87186, -0.26723], [1.44194, -0.18083, -0.66778], [0.37041, 0.63801, 1.35903], [-1.19648, -1.96488, 0.90440], [-2.78796, -0.31988, 1.55515]],
  "mol_weight_g_mol": 89.11,
  "homo_energy_ev": -2.43,
  "gap_ev": 6.10,
  "total_charge": -1
}

Record 2
{
  "formula": "C4H9O2",
  "method": "wB97M-V/def2-TZVPD",
  "species": ["C", "O", "H", "H", "H", "C", "C", "O", "C", "H", "H", "H", "H", "H", "H"],
  "positions_angstrom": [[2.39231, 0.18029, -0.05595], [1.83090, 0.17226, 1.22011], [1.70829, -0.22780, -0.80218], [2.64667, 1.19763, -0.39127], [3.33063, -0.39176, -0.09567], [-1.30619, -0.30683, -1.69882], [-1.15076, -0.24541, -0.33523], [-0.43432, -1.01565, 0.39188], [-1.87360, 0.93444, 0.34939], [-1.96187, 0.40296, -2.18747], [-0.87576, -1.08273, -2.32426], [0.92960, -0.25114, 1.13153], [-2.80176, 1.18054, -0.14904], [-2.14710, 0.64113, 1.36801], [-1.16915, 1.76644, 0.37901]],
  "mol_weight_g_mol": 89.11,
  "homo_energy_ev": -2.71,
  "gap_ev": 6.95,
  "total_charge": -1
}